Entry 1:
The following is a quantum chemistry calculation of a molecular structure, C16H29F3O11, from OMol25.

Calculated values
Charge = 0
Gap between HOMO and LUMO = 0.2947 Eh
E_tot = -1753.76667 Ha
E_HOMO = -7.71 eV
LUMO level = 0.31 eV
Max |F| = 17.02 eV/A
Energy relative to the best compared isomer or geometry (same formula, charge and spin) = 362.4 kcal per mole

The geometry in XYZ format:
```
59
Properties=species:S:1:pos:R:3:forces:R:3:lowdin_charge:R:1
C 4.570 -27.100 0.032 -0.51 -2.44 0.40 -0.05
C 4.299 -27.683 -1.353 -4.42 -5.20 5.10 -0.19
O 3.194 -28.691 -1.406 0.36 -0.28 0.38 0.05
C 2.148 -28.420 -2.163 -0.82 3.26 0.24 -0.57
O 1.809 -27.284 -2.581 0.82 -3.07 0.46 0.06
O 1.410 -29.526 -2.254 0.53 -1.10 -0.36 -0.02
C 0.259 -29.547 -3.095 0.30 1.45 -0.20 -0.04
H 4.456 -27.833 0.830 0.08 -0.37 0.00 0.09
H 3.898 -26.291 0.321 0.02 0.08 -0.15 0.10
H 5.623 -26.822 -0.006 -0.47 -0.59 0.70 0.06
H 5.197 -28.192 -1.702 -0.74 -1.30 0.65 0.14
H 4.302 -26.845 -2.051 -7.52 -2.36 3.36 -0.10
H -0.427 -28.849 -2.615 -0.67 -0.49 -0.27 0.10
H -0.082 -30.566 -3.274 0.05 0.12 0.70 0.09
H 0.491 -29.125 -4.073 0.15 0.09 -0.03 0.09
C 9.830 -22.174 -0.148 0.05 0.34 1.59 -0.05
C 8.974 -23.198 -0.826 0.95 -0.46 -0.36 -0.27
O 9.754 -23.664 -1.884 0.99 -1.28 -3.38 0.00
C 9.430 -24.851 -2.593 -0.21 0.54 3.42 -0.45
O 8.524 -25.570 -2.223 9.77 2.07 0.09 0.07
O 10.364 -25.034 -3.510 0.44 0.73 -0.31 0.04
C 10.119 -26.156 -4.391 0.07 -2.47 2.88 -0.01
H 10.088 -21.290 -0.730 -0.02 -0.31 -0.23 0.09
H 10.712 -22.629 0.302 0.33 -0.10 -0.61 0.09
H 9.341 -21.826 0.762 -0.50 0.28 -0.04 0.08
H 8.061 -22.743 -1.209 -0.37 -0.26 0.20 0.12
H 8.823 -24.076 -0.197 0.20 0.64 -0.38 0.09
H 9.292 -25.781 -4.995 1.38 -5.03 3.25 -0.04
H 9.889 -26.968 -3.702 0.09 -0.43 -0.35 0.11
H 10.974 -26.416 -5.015 0.25 0.55 0.36 0.11
C 6.919 -24.795 0.754 -1.61 0.48 -0.13 -0.02
C 6.047 -24.854 -0.489 -1.94 1.21 0.66 -0.26
O 6.767 -25.402 -1.534 -2.77 -0.24 0.45 0.00
C 6.302 -26.157 -2.499 1.31 2.71 -1.62 -0.40
O 5.169 -26.569 -2.534 10.80 8.03 -10.42 0.15
O 7.240 -26.194 -3.525 -4.12 -1.94 -0.60 -0.05
C 6.935 -27.069 -4.595 -1.03 -1.45 0.18 -0.04
H 7.214 -25.802 1.049 0.49 0.26 0.08 0.10
H 6.252 -24.373 1.506 0.04 -0.18 0.40 0.10
H 7.687 -24.043 0.576 -0.62 -1.00 0.95 0.03
H 5.704 -23.851 -0.741 0.50 0.44 -0.25 0.12
H 5.102 -25.375 -0.339 0.85 1.05 -0.09 0.07
H 6.122 -26.678 -5.207 -0.40 -0.82 0.68 0.11
H 6.685 -28.060 -4.215 0.16 -0.08 -0.05 0.12
H 7.814 -27.064 -5.239 -0.17 -0.86 0.65 0.09
C 4.846 -21.883 -3.873 -0.66 0.98 0.29 -0.06
C 5.842 -22.860 -3.352 -0.92 0.36 -0.16 -0.20
O 6.352 -23.573 -4.506 1.95 -0.52 -0.70 0.02
C 7.548 -23.264 -5.131 -0.85 1.22 3.37 -0.29
O 8.237 -22.295 -4.889 -1.08 -1.70 -0.84 0.18
C 8.012 -24.411 -6.052 -2.27 1.23 -1.63 -0.47
F 8.124 -23.898 -7.281 -0.38 -0.24 -0.32 0.19
F 9.218 -24.830 -5.738 -1.43 5.66 -4.71 0.18
F 7.125 -25.462 -6.076 1.95 3.48 -1.66 0.08
H 4.104 -22.251 -4.581 0.79 -0.27 -0.69 0.09
H 5.477 -21.051 -4.186 -0.90 0.41 -0.59 0.09
H 4.130 -21.587 -3.107 0.53 0.47 0.60 0.08
H 5.302 -23.507 -2.661 0.59 -0.86 -0.55 0.11
H 6.562 -22.288 -2.766 0.61 -0.45 -0.39 0.12
```
Positions in Å, forces in eV/Å.

---

Entry 2:
The following is a quantum chemistry calculation of a single C3HNO2 molecule, from OMol25.

Calculated values
Charge = 0
Gap between HOMO and LUMO = 0.3441 Eh
E_tot = -320.09848 Ha
E_HOMO = -11.20 eV
LUMO level = -1.84 eV
SMILES string = N#CC(=O)C=O
Max |F| = 1.15 eV/A
Energy relative to the best compared isomer or geometry (same formula, charge and spin) = 0.5 kcal per mole

The geometry in XYZ format:
```
7
Properties=species:S:1:pos:R:3:forces:R:3:lowdin_charge:R:1
O -1.044 -1.534 0.018 0.03 0.63 0.08 0.11
C -1.090 -0.336 0.095 -0.07 -0.52 -0.01 -0.17
C 0.139 0.542 -0.139 -0.01 0.52 -0.12 -0.34
O 0.020 1.701 -0.444 0.05 -0.56 0.18 0.15
C 1.460 -0.094 0.009 1.03 -0.35 0.11 -0.10
N 2.521 -0.526 0.165 -1.08 0.36 -0.16 0.20
H -2.007 0.247 0.296 0.05 -0.08 -0.08 0.14
```
Positions in Å, forces in eV/Å.